1.
ORCA calculation (ωB97M-V/def2-TZVPD) on a cluster of 4 separate species, C4H14O2S2 in total.

Structure (ORCA input):
```
! RIJCOSX wB97M-V def2-TZVPD def2/J DEFGRID3
* xyz 0 1
C -0.04 1.01 2.39
C -1.34 1.01 1.56
S -0.98 1.56 -0.11
S -0.07 -1.94 1.61
C 0.07 -1.37 -0.07
C -1.24 -1.65 -0.84
H -0.30 0.50 3.32
H 0.24 2.03 2.66
H 0.82 0.51 1.95
H -1.94 1.82 1.99
H -1.96 0.12 1.57
H 0.30 -0.27 0.04
H 0.89 -1.85 -0.61
H -1.58 -2.59 -0.41
H -1.04 -1.69 -1.91
H -2.04 -0.93 -0.65
H 0.06 0.83 -1.71
H 0.33 0.81 -3.24
O 0.72 0.55 -2.40
H 2.34 0.59 -1.36
H 3.50 0.67 -2.32
O 3.26 0.29 -1.49
*
```

- Total energy: -1107.48880 Eh
- Kohn-Sham gap: 4.9 eV
- Energy relative to the best compared isomer or geometry (same formula, charge and spin): 101.3 kcal/mol
- Max |F|: 2.784 eV Å⁻¹
- Highest occupied orbital energy: -8.75 eV

Atom charges from the natural (NBO) analysis, given in e for atoms 1 to 6: C -0.6219; C -0.5785; S -0.0422; S 0.1578; C -0.6050; C -0.6360

2.
ORCA calculation (ωB97M-V/def2-TZVPD) on a cluster of 2 separate species, C19H40BCl3OSi4 in total.

Structure (ORCA input):
```
! RIJCOSX wB97M-V def2-TZVPD def2/J DEFGRID3
* xyz 0 1
Cl 1.85 -0.77 4.74
B 1.28 -2.52 4.98
Cl 1.72 -3.56 3.50
Cl 1.97 -3.39 6.50
O -0.19 -2.41 5.16
C -1.02 -3.38 5.29
C -2.34 -3.29 4.75
C -3.06 -4.48 4.46
C -4.38 -4.41 4.03
C -5.00 -3.16 3.86
C -4.26 -1.98 4.02
C -2.92 -2.03 4.42
H -0.67 -4.34 5.70
H -2.56 -5.44 4.58
H -4.94 -5.33 3.81
H -6.05 -3.10 3.54
H -4.72 -1.01 3.80
H -2.30 -1.14 4.51
C 3.06 -0.86 14.38
Si 1.18 -0.82 14.37
C 0.54 -1.67 15.91
C 0.69 0.99 14.50
C 0.48 -1.72 12.86
Si 0.31 -0.75 11.28
H 0.02 -1.75 10.18
C -1.05 0.55 11.45
Si -2.65 0.15 10.53
C -4.00 1.11 11.42
C -2.52 0.71 8.74
C -3.08 -1.68 10.59
C 1.93 0.13 10.94
Si 2.12 0.69 9.16
C 1.12 2.22 8.74
C 3.95 0.99 8.87
C 1.55 -0.63 7.99
H 3.49 -0.36 13.50
H 3.41 -0.34 15.28
H 3.43 -1.89 14.41
H -0.55 -1.61 15.96
H 0.84 -2.72 15.92
H 0.96 -1.18 16.80
H -0.39 1.10 14.68
H 1.22 1.41 15.36
H 0.95 1.59 13.62
H 1.14 -2.59 12.65
H -0.50 -2.15 13.13
H -1.32 0.68 12.51
H -0.70 1.54 11.10
H -4.97 0.98 10.92
H -4.11 0.75 12.46
H -3.76 2.18 11.45
H -3.43 0.40 8.20
H -2.46 1.81 8.68
H -1.65 0.28 8.23
H -4.01 -1.84 10.03
H -2.30 -2.30 10.13
H -3.23 -2.01 11.62
H 2.07 1.03 11.57
H 2.77 -0.56 11.16
H 1.24 2.45 7.67
H 0.04 2.09 8.94
H 1.48 3.08 9.32
H 4.14 1.23 7.81
H 4.30 1.83 9.48
H 4.54 0.10 9.13
H 1.80 -0.28 6.98
H 2.10 -1.57 8.13
H 0.48 -0.88 7.98
*
```

- Total energy: -3386.84782 Eh
- Kohn-Sham gap: 7.1 eV
- Energy relative to the best compared isomer or geometry (same formula, charge and spin): 10.4 kcal/mol
- Max |F|: 2.909 eV Å⁻¹
- Highest occupied orbital energy: -9.40 eV

Atom charges from the natural (NBO) analysis, given in e for atoms 1 to 6: Cl -0.2243; B 0.3927; Cl -0.2377; Cl -0.2624; O -0.5544; C 0.5319

3.
ORCA calculation (ωB97M-V/def2-TZVPD) on the molecule C26H44BrClF6N2O5S3.

Structure (ORCA input):
```
! RIJCOSX wB97M-V def2-TZVPD def2/J DEFGRID3
* xyz 0 1
C -4.90 -1.17 -1.54
C -3.99 -2.06 -0.56
C -3.12 -3.21 -1.35
C -2.71 -4.30 -0.24
N -1.39 -4.94 -0.39
C -0.32 -4.41 0.48
C 0.23 -2.93 0.14
C 0.20 -1.98 1.47
C 1.30 -0.77 1.38
N 0.71 0.56 1.09
C 0.39 0.54 -0.38
C -0.53 1.86 -0.72
C -0.49 2.28 -2.27
C -1.00 3.77 -2.56
O -0.24 4.54 -3.20
O -2.30 4.17 -2.12
O -0.21 2.93 0.21
C 1.24 2.94 0.52
C 1.63 4.46 0.72
Cl 3.30 4.88 -0.04
C 1.55 5.23 2.10
C 0.06 5.90 2.23
C 1.53 1.78 1.56
C 3.12 1.51 1.58
F 3.88 2.67 2.06
C 3.81 1.16 0.18
C 5.42 1.09 0.48
S 0.95 2.02 3.31
O 2.01 2.57 4.26
O -0.27 2.93 3.22
C 0.34 0.56 4.27
F -0.79 -0.18 3.72
F -0.26 1.19 5.44
C 1.45 -0.44 4.93
F 1.16 -1.85 4.58
F 1.40 -0.42 6.37
F 2.80 -0.20 4.57
C -0.99 -5.27 -1.76
S -1.35 -6.84 -2.29
S -0.17 -4.17 -3.00
C -1.32 -3.91 -4.46
C -0.76 -2.68 -5.36
C -1.00 -1.23 -4.69
H -5.82 -1.71 -1.96
H -4.31 -0.65 -2.38
H -5.32 -0.30 -0.89
H -4.70 -2.53 0.22
H -3.31 -1.34 0.02
H -2.25 -2.64 -1.84
H -3.84 -3.61 -2.16
H -2.88 -3.82 0.80
H -3.51 -5.14 -0.30
H -0.76 -4.35 1.56
H 0.56 -5.15 0.57
H 1.31 -2.99 -0.28
H -0.42 -2.51 -0.71
H -0.86 -1.51 1.46
H 0.37 -2.68 2.36
H 1.94 -0.88 2.32
H 1.98 -1.11 0.50
H -0.23 0.73 1.54
H -0.24 -0.35 -0.71
H 1.35 0.58 -1.00
H -1.62 1.53 -0.49
H -1.22 1.56 -2.82
H 0.55 2.04 -2.70
H -2.69 3.48 -1.53
H 1.74 2.76 -0.52
H 0.91 5.04 0.01
H 1.91 4.73 3.04
H 2.23 6.16 1.98
H -0.78 5.15 2.01
H -0.05 6.49 3.20
H 0.02 6.68 1.36
H 3.45 0.68 2.31
H 3.71 1.95 -0.64
H 3.55 0.15 -0.28
H 5.99 0.56 -0.36
H 5.86 2.17 0.57
H 5.55 0.62 1.52
H -1.35 -4.85 -5.14
H -2.40 -3.73 -4.10
H -1.22 -2.67 -6.42
H 0.38 -2.81 -5.48
H -2.09 -0.86 -4.76
H -0.37 -0.47 -5.29
H -0.61 -1.18 -3.60
Br -0.88 -1.84 5.04
*
```

- Total energy: -6330.12220 Eh
- Kohn-Sham gap: 4.5 eV
- Max |F|: 10.855 eV Å⁻¹
- Highest occupied orbital energy: -5.82 eV

Atom charges from the Mulliken analysis, given in e for atoms 1 to 6: C -1.1407; C -0.4051; C 0.6291; C -1.2077; N 0.2869; C -1.4392